{"formula": "C23H22Cl2N2O3S", "method": "ωB97M-V with the def2-TZVPD basis set", "de_lowest_kj_mol": 0.0, "lumo_energy_ev": 0.48, "gap_ev": 8.66, "symbols": ["O", "C", "N", "C", "H", "C", "N", "C", "C", "C", "C", "C", "C", "H", "Cl", "H", "H", "H", "C", "H", "C", "H", "H", "H", "H", "H", "H", "C", "C", "C", "C", "C", "H", "H", "S", "O", "C", "C", "C", "C", "C", "C", "C", "Cl", "H", "H", "H", "H", "H", "H", "O", "H", "H"], "coordinates": [[2.61948, 1.65540, 1.91280], [2.63082, 0.84658, 0.99815], [3.08105, -0.41785, 1.18286], [3.20193, -1.45879, 0.19560], [4.17370, -1.94560, 0.33322], [2.05330, -2.46653, 0.38625], [1.77467, -2.63146, 1.80096], [0.48123, -2.56955, 2.26598], [0.15476, -2.11392, 3.55031], [-1.15735, -2.08887, 3.97978], [-2.19387, -2.49428, 3.15626], [-1.87253, -2.95445, 1.89143], [-0.56664, -3.01249, 1.44697], [-0.36543, -3.42328, 0.47137], [-3.13530, -3.47832, 0.82613], [-3.21857, -2.45700, 3.48601], [-1.38025, -1.72663, 4.97198], [0.91985, -1.75334, 4.21831], [2.91357, -2.35388, 2.64040], [2.69530, -2.62185, 3.67262], [3.33142, -0.87591, 2.53745], [4.39138, -0.75800, 2.79248], [2.74689, -0.23916, 3.20590], [3.73321, -2.99879, 2.30453], [1.16551, -2.06874, -0.10881], [2.32038, -3.42712, -0.07436], [3.17372, -1.04618, -0.81008], [2.16302, 1.24181, -0.34292], [2.19024, 2.48956, -0.90819], [1.53729, 2.38062, -2.15304], [1.13000, 1.07907, -2.25982], [0.34908, 0.39132, -3.30179], [0.87645, 0.35360, -4.25605], [0.07686, -0.61704, -2.99769], [-1.21110, 1.35832, -3.71571], [-1.80046, 0.62738, -4.83263], [-2.21685, 0.80841, -2.23990], [-1.62808, 1.21609, -0.94049], [-1.28252, 0.27464, 0.02335], [-0.74414, 0.65821, 1.23837], [-0.53255, 1.99785, 1.51264], [-0.86435, 2.95399, 0.56872], [-1.40915, 2.55975, -0.63982], [-1.82246, 3.76852, -1.81104], [-0.70100, 4.00142, 0.76539], [-0.09319, 2.29972, 2.44933], [-0.49258, -0.09151, 1.97161], [-1.45216, -0.77276, -0.17976], [-2.33780, -0.26974, -2.32469], [-3.18211, 1.28994, -2.40692], [1.51110, 0.38270, -1.16892], [1.37531, 3.15901, -2.86950], [2.63372, 3.36235, -0.47679]], "forces_ev_per_a": [[0.01, 0.25, -0.04], [0.03, -0.17, 0.04], [0.00, -0.14, 0.13], [-0.08, -0.22, -0.25], [-0.06, 0.04, -0.07], [0.15, -0.12, -0.26], [0.14, 0.06, -0.03], [-0.30, -0.14, 0.14], [0.18, -0.01, 0.04], [-0.06, -0.04, -0.09], [-0.10, -0.01, 0.00], [0.13, 0.11, 0.16], [-0.01, 0.05, -0.04], [0.01, -0.05, -0.10], [-0.10, -0.04, -0.09], [-0.11, -0.01, 0.00], [-0.01, 0.04, 0.09], [0.11, 0.04, 0.04], [0.11, 0.10, 0.03], [0.09, -0.01, -0.05], [-0.04, 0.07, 0.29], [-0.06, 0.00, 0.07], [0.11, -0.11, -0.02], [-0.04, 0.02, 0.12], [0.06, -0.03, 0.00], [-0.05, 0.08, -0.10], [0.08, -0.10, 0.10], [0.07, 1.14, -0.26], [0.17, -0.75, 0.45], [-0.11, -0.65, -0.16], [0.31, 0.82, -0.20], [-0.52, 0.29, 0.00], [-0.09, -0.01, -0.01], [-0.11, -0.07, -0.04], [0.73, -0.71, 1.18], [-0.60, -0.51, -1.16], [0.30, 0.36, -0.52], [0.02, 0.17, 0.29], [-0.10, 0.12, -0.03], [-0.06, -0.02, 0.08], [-0.09, 0.00, -0.01], [-0.07, 0.02, -0.01], [-0.02, -0.18, 0.25], [-0.13, 0.41, 0.18], [0.02, 0.12, -0.01], [0.06, 0.03, 0.09], [0.03, -0.10, 0.10], [-0.02, -0.14, -0.05], [0.07, -0.04, -0.11], [0.00, -0.02, -0.09], [0.00, -0.30, -0.03], [-0.09, 0.15, -0.20], [0.08, 0.17, 0.19]], "lowdin_charge": [0.07, -0.40, -0.03, -0.11, 0.13, -0.12, -0.08, -0.23, -0.04, -0.08, -0.12, -0.68, -0.07, 0.11, 0.68, 0.10, 0.11, 0.10, -0.13, 0.12, -0.10, 0.13, 0.12, 0.12, 0.11, 0.13, 0.12, -0.17, 0.03, -0.01, -0.33, -0.20, 0.10, 0.11, 0.90, -0.53, -0.27, -0.31, -0.03, -0.05, -0.07, -0.09, -0.61, 0.72, 0.11, 0.11, 0.09, 0.10, 0.10, 0.09, 0.05, 0.12, 0.13]}



{"formula": "C23H22Cl3N5OsSe", "method": "ωB97M-V with the def2-TZVPD basis set", "de_lowest_kj_mol": 40.7, "charge": 2, "lumo_energy_ev": -6.69, "gap_ev": 7.63, "symbols": ["Os", "Se", "N", "C", "C", "C", "C", "C", "C", "N", "H", "H", "H", "H", "Cl", "C", "Cl", "Cl", "C", "N", "C", "C", "C", "C", "C", "C", "C", "C", "C", "C", "H", "H", "H", "H", "H", "H", "H", "H", "H", "H", "H", "H", "N", "C", "C", "C", "C", "C", "N", "H", "H", "H", "H", "H", "H"], "coordinates": [[-0.46834, -0.59728, -0.44862], [2.67869, -1.25456, -1.42043], [1.60826, -0.38083, -0.22946], [2.38677, 0.31427, 0.59626], [1.98998, 1.10503, 1.70468], [2.94638, 1.74327, 2.42846], [4.33694, 1.64922, 2.11490], [4.76487, 0.89797, 1.07653], [3.79852, 0.20343, 0.28838], [4.13059, -0.56225, -0.72680], [0.95179, 1.18506, 1.97802], [2.65714, 2.34467, 3.28054], [5.04252, 2.18290, 2.73557], [5.80915, 0.79065, 0.81940], [-4.67446, -3.60582, -2.16859], [-4.74389, -1.87598, -1.81276], [-5.85041, -1.53276, -0.48151], [-5.15002, -0.93761, -3.25230], [-3.40403, -1.46706, -1.37978], [-2.36471, -1.14339, -1.04285], [-2.90708, 2.03463, 0.19156], [-1.46141, 1.97554, 0.73533], [-1.41278, 2.73843, 2.05850], [-1.06797, 0.52706, 0.89674], [-0.45762, 2.46673, -0.30990], [-0.26094, 1.62672, -1.41528], [0.69726, 1.89497, -2.39195], [1.47161, 3.03455, -2.26476], [1.28774, 3.87060, -1.17023], [0.33650, 3.59414, -0.19379], [-3.60129, 1.58927, 0.90456], [-3.01686, 1.53945, -0.77362], [-3.17884, 3.08206, 0.06236], [-2.05849, 2.25638, 2.79276], [-1.77052, 3.75852, 1.91959], [-0.40647, 2.79381, 2.47448], [-1.16385, 0.10587, 1.90901], [-1.02010, 0.84579, -1.64743], [0.81150, 1.24537, -3.25034], [2.20865, 3.27959, -3.01774], [1.90050, 4.75793, -1.07404], [0.22772, 4.25689, 0.65459], [-0.13872, -3.17623, -2.24356], [-0.13928, -3.59584, -0.93703], [-0.02786, -4.95715, -0.61888], [0.00415, -5.34073, 0.69732], [-0.06618, -4.36898, 1.70283], [-0.15196, -3.05958, 1.32683], [-0.17985, -2.66738, 0.02894], [-0.19503, -3.88606, -2.95570], [-0.59495, -2.31185, -2.49113], [0.02197, -5.68371, -1.41836], [0.08144, -6.38898, 0.95268], [-0.04059, -4.63310, 2.74917], [-0.17613, -2.26364, 2.05686]], "forces_ev_per_a": [[0.51, 0.04, -0.95], [0.01, 0.14, 0.08], [-0.17, -0.16, 0.04], [0.03, -0.12, -0.29], [0.04, 0.13, 0.17], [-0.27, -0.06, -0.04], [0.22, -0.05, -0.08], [0.15, 0.13, 0.15], [0.02, -0.04, -0.03], [-0.15, -0.08, -0.08], [-0.08, -0.01, 0.02], [-0.04, -0.01, 0.01], [0.04, 0.00, -0.02], [0.01, 0.02, 0.01], [-0.01, 0.09, 0.02], [-0.22, -0.05, -0.07], [0.07, -0.02, -0.09], [0.02, -0.07, 0.10], [-0.37, -0.13, -0.10], [0.67, 0.31, 0.16], [-0.01, 0.04, -0.05], [0.45, -0.09, -0.28], [0.10, -0.08, 0.05], [-0.26, -0.55, 0.49], [-0.17, -0.09, -0.27], [0.36, 0.26, 0.34], [-0.20, 0.01, 0.16], [0.04, 0.02, -0.03], [0.06, 0.09, 0.00], [-0.11, -0.02, 0.04], [-0.02, -0.03, 0.00], [0.05, 0.00, 0.04], [-0.02, 0.00, 0.01], [-0.03, 0.02, 0.00], [-0.01, -0.01, -0.02], [0.01, -0.01, -0.01], [-0.08, 0.04, -0.02], [-0.32, -0.13, -0.08], [0.00, -0.04, 0.02], [-0.01, 0.00, 0.02], [-0.02, 0.00, 0.00], [0.02, 0.01, -0.03], [0.14, 0.18, 0.05], [0.03, -0.20, 0.04], [0.00, 0.10, -0.05], [0.00, 0.05, 0.03], [0.05, -0.03, -0.03], [0.13, -0.07, 0.08], [-0.48, 0.50, 0.60], [0.00, 0.00, -0.05], [-0.14, -0.06, -0.09], [0.00, 0.00, 0.00], [0.00, 0.00, 0.00], [0.00, 0.00, 0.00], [-0.05, 0.02, 0.02]], "lowdin_charge": [1.19, 1.19, -0.39, -0.32, -0.02, -0.02, -0.03, 0.01, -0.36, -0.19, 0.08, 0.12, 0.12, 0.13, 0.67, -1.61, 0.69, 0.68, -0.29, 0.06, 0.00, -0.54, -0.03, -0.13, -0.19, -0.18, -0.06, -0.04, -0.02, 0.00, 0.10, 0.07, 0.11, 0.10, 0.10, 0.08, 0.09, 0.07, 0.12, 0.12, 0.12, 0.12, 0.13, -0.39, 0.02, -0.01, -0.03, -0.10, -0.07, 0.12, 0.06, 0.13, 0.13, 0.12, 0.11]}



{"formula": "C23H22F6N5O3SY", "method": "ωB97M-V with the def2-TZVPD basis set", "de_lowest_kj_mol": 0.0, "charge": 2, "lumo_energy_ev": -5.23, "gap_ev": 7.17, "symbols": ["Y", "F", "C", "C", "C", "C", "O", "C", "C", "N", "C", "C", "C", "C", "C", "C", "N", "C", "C", "N", "C", "C", "C", "O", "O", "H", "H", "H", "H", "H", "H", "H", "H", "H", "H", "H", "H", "H", "H", "H", "H", "H", "H", "F", "C", "C", "F", "C", "F", "C", "S", "C", "F", "C", "F", "N", "N", "H", "H", "H", "H"], "coordinates": [[-0.27450, -0.18806, -0.29712], [6.47244, -1.91554, -0.02294], [5.97034, -0.67028, -0.09702], [4.63258, -0.49098, -0.24030], [4.11094, 0.80967, -0.36072], [2.67981, 1.00711, -0.50011], [1.91836, -0.01974, -0.54187], [2.23432, 2.34550, -0.58166], [3.16364, 3.35835, -0.55460], [4.48282, 3.17929, -0.45651], [5.36471, 4.33495, -0.40263], [5.10534, 5.48730, -1.31885], [6.28838, 4.59837, -1.55628], [4.99271, 1.89591, -0.33423], [6.37313, 1.68714, -0.16091], [6.87816, 0.41028, -0.04299], [8.25341, 0.13289, 0.07589], [8.67586, -0.57244, 1.28017], [10.00934, -1.25068, 1.04025], [11.01898, -0.21526, 0.61838], [10.54673, 0.57144, -0.57470], [9.18775, 1.18210, -0.27694], [0.79418, 2.80429, -0.72044], [0.56153, 3.97112, -0.90746], [-0.10552, 1.86108, -0.61446], [3.96600, -1.34037, -0.27859], [2.81004, 4.37855, -0.62075], [5.71307, 4.55087, 0.59969], [5.26604, 6.47654, -0.91698], [4.28523, 5.41326, -2.01915], [7.27771, 4.97495, -1.33594], [6.23026, 3.92295, -2.39966], [7.03132, 2.54022, -0.11329], [7.95636, -1.34270, 1.54210], [8.75100, 0.11591, 2.13693], [9.94048, -1.97115, 0.22728], [10.38760, -1.73708, 1.93694], [11.91291, -0.66311, 0.40892], [11.19073, 0.42359, 1.39906], [10.48344, -0.13146, -1.40320], [11.29514, 1.33110, -0.79081], [8.85280, 1.68944, -1.18067], [9.29038, 1.94404, 0.51372], [-5.07462, 0.88005, 4.55357], [-3.96229, 0.42383, 4.00289], [-3.77214, 0.52210, 2.63388], [-4.69357, 1.06984, 1.85317], [-2.59788, 0.03394, 2.10469], [-2.43108, 0.15174, 0.73303], [-1.58252, -0.54898, 2.84082], [-0.07759, -1.13904, 2.13370], [-1.81000, -0.63240, 4.21095], [-0.89120, -1.17672, 5.00112], [-2.97687, -0.15547, 4.78789], [-3.15442, -0.25020, 6.09595], [-0.20090, -2.54236, -1.04450], [-1.56081, -2.08918, -1.27815], [0.10146, -3.21433, -1.74180], [-0.17262, -2.98815, -0.12839], [-2.25018, -2.70086, -0.85015], [-1.73920, -2.08767, -2.27762]], "forces_ev_per_a": [[0.04, -0.11, 0.20], [-0.01, 0.00, 0.00], [0.01, 0.00, 0.00], [-0.02, 0.02, 0.00], [0.01, -0.02, 0.01], [-0.06, 0.03, 0.00], [0.04, 0.02, -0.04], [0.01, -0.01, -0.02], [-0.01, -0.01, 0.00], [-0.01, 0.01, -0.01], [0.01, 0.02, 0.01], [-0.01, 0.01, -0.01], [0.02, -0.01, -0.02], [0.02, 0.00, 0.01], [-0.03, -0.03, -0.01], [-0.06, 0.05, 0.01], [0.08, 0.01, -0.01], [0.00, -0.05, 0.01], [-0.03, 0.01, -0.01], [0.04, 0.01, 0.02], [-0.04, -0.01, 0.00], [0.04, 0.00, 0.00], [0.01, 0.05, 0.00], [0.01, -0.02, 0.00], [-0.01, 0.09, -0.08], [0.01, -0.01, 0.00], [0.00, 0.00, 0.00], [-0.01, -0.01, 0.00], [0.00, 0.00, 0.00], [0.00, -0.01, 0.00], [-0.01, 0.01, 0.01], [-0.02, 0.00, 0.00], [-0.01, 0.00, 0.00], [-0.01, 0.01, 0.00], [0.00, 0.01, -0.01], [0.00, 0.00, 0.00], [-0.01, -0.01, 0.00], [0.00, 0.00, 0.00], [0.00, 0.00, 0.00], [0.00, 0.01, -0.01], [0.00, 0.00, 0.00], [0.00, -0.01, -0.01], [-0.02, -0.01, 0.00], [0.00, 0.00, 0.00], [-0.01, 0.00, 0.00], [-0.01, -0.01, 0.01], [0.00, 0.00, 0.00], [0.03, 0.00, 0.01], [0.05, 0.01, 0.06], [-0.01, 0.01, -0.01], [-0.04, 0.02, -0.01], [-0.03, 0.02, -0.01], [0.00, 0.00, 0.00], [0.02, -0.02, 0.00], [0.00, 0.00, 0.00], [-0.02, -0.09, -0.09], [0.00, 0.11, -0.04], [0.02, -0.03, 0.03], [0.01, -0.05, -0.02], [0.00, 0.01, 0.02], [0.01, -0.02, -0.01]], "lowdin_charge": [1.41, 0.09, -0.19, 0.10, -0.04, -0.26, -0.16, -0.01, 0.07, 0.03, -0.25, -0.07, -0.09, -0.10, 0.08, -0.14, -0.09, -0.13, -0.07, 0.07, -0.07, -0.15, -0.55, 0.12, -0.19, 0.14, 0.16, 0.16, 0.12, 0.12, 0.11, 0.12, 0.11, 0.14, 0.15, 0.15, 0.15, 0.19, 0.19, 0.15, 0.14, 0.14, 0.14, 0.16, -0.13, -0.14, 0.15, -0.20, -0.04, -0.53, 0.62, -0.24, 0.11, -0.13, 0.16, -0.09, -0.08, 0.11, 0.07, 0.12, 0.11]}



{"formula": "C23H22FN3O3PtS2", "method": "ωB97M-V with the def2-TZVPD basis set", "charge": 2, "lumo_energy_ev": [-7.18, -7.17], "gap_ev": [6.16, 6.17], "symbols": ["Pt", "F", "C", "C", "C", "C", "O", "C", "C", "N", "C", "C", "C", "C", "C", "C", "N", "C", "C", "N", "C", "C", "C", "O", "O", "H", "H", "H", "H", "H", "H", "H", "H", "H", "H", "H", "H", "H", "H", "H", "H", "H", "H", "S", "C", "C", "C", "C", "C", "C", "S", "H", "H", "H", "H"], "coordinates": [[-0.15280, 0.03443, 0.15644], [6.51595, -1.77109, 0.37891], [5.69543, -1.88474, -0.67918], [4.40776, -1.45798, -0.54899], [3.53318, -1.51793, -1.63965], [2.17563, -1.01635, -1.52084], [1.80720, -0.54700, -0.39655], [1.38832, -1.04283, -2.68974], [1.91560, -1.56767, -3.84558], [3.14021, -2.08814, -3.94559], [3.57331, -2.65709, -5.21241], [3.82973, -4.13385, -5.28516], [2.62570, -3.54412, -5.95460], [4.00136, -2.03684, -2.85359], [5.32228, -2.48708, -2.95846], [6.19529, -2.41207, -1.88731], [7.52571, -2.86231, -2.04927], [8.35543, -3.17179, -0.88601], [9.61635, -3.91177, -1.37209], [9.34127, -4.47444, -2.73432], [9.20159, -3.36699, -3.74157], [8.32528, -2.26852, -3.11565], [0.01149, -0.47042, -2.79100], [-0.45453, -0.15083, -3.84968], [-0.71439, -0.41160, -1.66800], [4.07005, -1.04483, 0.39134], [1.31507, -1.57128, -4.74567], [4.20414, -1.98940, -5.78579], [3.65752, -4.71102, -4.38630], [4.65313, -4.47306, -5.89820], [1.66469, -3.74926, -5.50338], [2.60827, -3.45946, -7.03092], [5.66244, -2.91664, -3.88938], [7.79033, -3.80300, -0.20411], [8.67492, -2.28281, -0.33762], [9.88830, -4.72774, -0.70731], [10.47430, -3.25131, -1.48051], [8.45347, -4.97881, -2.69298], [10.06601, -5.13260, -3.01993], [8.76577, -3.80033, -4.63939], [10.20345, -3.01002, -3.97072], [7.68335, -1.83874, -3.87817], [8.95147, -1.45799, -2.72521], [-0.76036, -0.74013, 2.09980], [-1.50726, 0.47149, 3.02397], [-2.09598, 0.22237, 4.28544], [-2.61374, 1.27939, 4.97431], [-2.56396, 2.59810, 4.44734], [-1.99817, 2.85322, 3.23362], [-1.47222, 1.76315, 2.50189], [-0.73479, 1.94389, 0.98621], [-2.12891, -0.78335, 4.68302], [-3.07148, 1.11308, 5.93974], [-2.98955, 3.41227, 5.01758], [-1.96576, 3.85425, 2.82418]], "forces_ev_per_a": [[0.52, 0.13, 0.14], [-0.03, 0.03, -0.01], [0.00, 0.00, -0.01], [0.00, -0.01, 0.04], [-0.02, 0.03, -0.01], [-0.02, -0.02, -0.21], [-0.19, -0.19, 0.04], [0.11, 0.12, 0.13], [0.03, -0.01, -0.03], [-0.03, -0.02, 0.07], [0.03, 0.03, -0.02], [-0.01, -0.03, -0.01], [-0.04, -0.02, 0.00], [0.01, 0.02, -0.07], [0.02, -0.03, 0.03], [-0.01, 0.00, 0.01], [-0.02, 0.01, -0.03], [0.03, -0.01, 0.00], [-0.01, -0.01, 0.02], [-0.04, 0.01, 0.02], [0.02, 0.03, -0.01], [0.03, 0.00, -0.01], [-0.36, -0.13, 0.30], [0.13, -0.09, -0.06], [0.07, 0.18, -0.48], [0.00, 0.00, 0.00], [-0.02, 0.02, 0.02], [0.00, 0.01, 0.02], [-0.01, 0.01, 0.00], [0.00, 0.01, -0.01], [0.01, -0.01, 0.00], [0.02, 0.01, 0.00], [0.01, 0.01, 0.01], [-0.01, -0.01, 0.00], [0.01, -0.01, 0.00], [0.00, 0.00, 0.00], [0.00, 0.01, 0.00], [0.01, -0.03, -0.02], [0.03, 0.00, 0.01], [-0.03, 0.00, 0.01], [0.00, 0.00, -0.02], [0.00, 0.01, -0.01], [0.00, -0.01, 0.01], [0.07, -0.28, 0.15], [-0.08, 0.03, 0.19], [0.03, -0.07, -0.12], [-0.01, 0.11, -0.03], [-0.03, -0.09, 0.07], [0.03, -0.03, -0.12], [-0.06, 0.12, 0.15], [-0.21, 0.17, -0.16], [0.00, 0.00, 0.00], [0.00, 0.02, 0.00], [0.00, -0.01, 0.02], [0.01, -0.01, 0.00]], "lowdin_charge": [0.95, 0.09, -0.18, 0.10, -0.04, -0.27, -0.16, -0.03, 0.08, 0.03, -0.25, -0.09, -0.07, -0.10, 0.07, -0.13, -0.10, -0.12, -0.06, 0.06, -0.07, -0.11, -0.54, 0.14, -0.24, 0.15, 0.16, 0.16, 0.12, 0.11, 0.12, 0.12, 0.12, 0.14, 0.13, 0.14, 0.14, 0.18, 0.19, 0.14, 0.14, 0.13, 0.14, 0.77, -0.67, -0.08, -0.03, -0.03, -0.08, -0.66, 0.79, 0.12, 0.12, 0.12, 0.12]}